# 1
Computed, not measured: C46H46BrN6O3Ti as an isolated structure, with ωB97M-V/def2-TZVPD.

Values from the calculation:
- multiplicity = 2
- frontier orbital gap (spin up / spin down) (eV) = 6.7 / 7.4
- charge = 0
- E (eV) = -156693.7451
- <S²> = 0.756

Last column: Löwdin charge in e.
Geometry (Å):
Ti -0.821 -0.108 0.594  1.04
C 1.985 -4.665 0.759  -0.05
C 1.450 -3.563 -0.167  -0.36
C 2.368 -3.422 -1.382  -0.06
C 0.004 -3.842 -0.565  -0.12
C -0.237 -4.868 -1.476  -0.03
C -1.523 -5.220 -1.836  -0.07
C -2.597 -4.544 -1.282  -0.03
C -2.409 -3.515 -0.365  -0.12
C -3.629 -2.866 0.281  -0.36
C -4.015 -3.620 1.560  -0.04
C -4.836 -2.784 -0.654  -0.08
C -1.093 -3.164 -0.014  -0.15
N -0.886 -2.114 0.960  -0.01
C -0.693 -2.546 2.249  -0.46
O -0.558 -3.686 2.653  0.08
C -0.758 -1.390 3.222  -0.16
C -0.822 -1.499 4.593  0.03
C -1.017 -0.340 5.336  -0.02
C -1.153 0.887 4.696  0.03
C -1.066 0.917 3.323  -0.15
N -0.870 -0.203 2.623  0.03
C -1.310 2.126 2.450  -0.48
O -1.640 3.186 2.944  0.08
N -1.163 1.813 1.118  -0.02
C -1.701 2.818 0.231  -0.15
C -3.050 2.658 -0.136  -0.12
C -3.671 3.650 -0.882  -0.03
C -2.968 4.776 -1.281  -0.07
C -1.634 4.896 -0.944  -0.04
C -0.973 3.934 -0.179  -0.12
C 0.519 4.175 0.030  -0.34
C 1.142 3.746 1.361  -0.06
C 1.272 3.540 -1.142  -0.04
C -3.852 1.434 0.303  -0.37
C -4.776 0.915 -0.798  -0.06
C -4.638 1.723 1.584  -0.03
H 3.001 -4.424 1.097  0.08
H 2.027 -5.620 0.222  0.08
H 1.345 -4.792 1.631  0.06
H 1.465 -2.628 0.387  0.10
H 2.503 -4.382 -1.887  0.08
H 3.360 -3.078 -1.073  0.08
H 1.969 -2.714 -2.111  0.07
H 0.602 -5.414 -1.894  0.11
H -1.691 -6.030 -2.538  0.10
H -3.601 -4.831 -1.566  0.10
H -3.360 -1.852 0.568  0.10
H -4.390 -4.615 1.299  0.09
H -4.802 -3.088 2.104  0.08
H -3.162 -3.759 2.227  0.07
H -5.243 -3.777 -0.863  0.07
H -4.583 -2.310 -1.606  0.09
H -5.637 -2.208 -0.182  0.07
H -0.743 -2.478 5.047  0.13
H -1.082 -0.396 6.417  0.11
H -1.339 1.809 5.233  0.13
H -4.718 3.553 -1.150  0.11
H -3.461 5.555 -1.852  0.10
H -1.076 5.772 -1.267  0.11
H 0.651 5.256 -0.036  0.13
H 1.162 2.664 1.466  0.05
H 0.600 4.165 2.211  0.08
H 2.175 4.105 1.401  0.08
H 1.065 2.471 -1.190  0.07
H 2.347 3.674 -1.025  0.07
H 0.964 3.978 -2.096  0.09
H -3.154 0.627 0.525  0.08
H -5.562 1.638 -1.025  0.07
H -5.267 -0.004 -0.475  0.06
H -4.224 0.708 -1.717  0.09
H -5.424 2.452 1.365  0.09
H -4.007 2.146 2.367  0.07
H -5.114 0.813 1.965  0.08
Br 6.305 5.515 -0.465  0.75
C 6.002 3.818 -1.232  -0.70
C 6.702 2.720 -0.761  -0.12
C 6.483 1.481 -1.343  -0.05
C 5.528 1.329 -2.336  -0.28
C 4.832 2.434 -2.799  -0.02
C 5.090 3.690 -2.264  -0.12
N 5.480 0.055 -3.045  0.08
N 4.422 -0.512 -3.323  0.09
C 3.127 -0.185 -2.718  -0.22
C 2.058 -0.234 -3.561  -0.01
C 0.719 -0.166 -3.114  0.02
C 0.443 -0.106 -1.783  -0.33
O -0.786 -0.083 -1.271  -0.16
C 1.556 -0.067 -0.867  -0.15
N 1.226 -0.034 0.468  0.02
C 2.174 -0.099 1.362  -0.09
C 3.525 -0.253 1.008  -0.01
C 3.870 -0.281 -0.307  0.01
C 2.888 -0.120 -1.313  -0.10
H 7.428 2.835 0.034  0.10
H 7.057 0.617 -1.021  0.12
H 4.125 2.323 -3.613  0.12
H 4.577 4.562 -2.645  0.11
H 2.263 -0.342 -4.621  0.12
H -0.104 -0.215 -3.817  0.13
H 1.865 -0.071 2.398  0.13
H 4.272 -0.368 1.783  0.12
H 4.901 -0.461 -0.581  0.11


# 2
Computed, not measured: C46H46CoN5O4PS2 as an isolated structure, with ωB97M-V/def2-TZVPD.

Values from the calculation:
- multiplicity = 5
- frontier orbital gap (spin up / spin down) (eV) = 7.2 / 6.6
- charge = +1
- E (eV) = -132673.2462
- <S²> = 6.017

Last column: Löwdin charge in e.
Geometry (Å):
Co 0.179 0.672 0.388  0.80
O 1.523 3.571 1.762  0.11
C 0.450 3.590 1.215  -0.54
O -0.263 2.504 0.932  -0.24
C -0.225 4.830 0.712  -0.13
C 0.362 6.074 0.881  0.01
C -0.266 7.196 0.361  -0.05
C -1.467 7.071 -0.326  -0.05
C -2.060 5.828 -0.493  -0.06
C -1.439 4.703 0.033  -0.25
P -2.157 3.060 0.019  1.22
C -3.220 2.874 1.442  -0.32
C -2.821 2.114 2.536  -0.09
C -3.667 1.972 3.625  -0.06
C -4.902 2.598 3.630  -0.05
C -5.298 3.370 2.544  -0.06
C -4.464 3.509 1.451  -0.08
C -3.128 2.881 -1.475  -0.33
C -4.266 2.064 -1.476  -0.09
C -4.950 1.839 -2.660  -0.07
C -4.499 2.397 -3.847  -0.07
C -3.349 3.178 -3.859  -0.07
C -2.659 3.412 -2.684  -0.09
H 1.302 6.144 1.414  0.13
H 0.180 8.173 0.488  0.11
H -1.948 7.952 -0.732  0.11
H -3.000 5.740 -1.024  0.11
H -1.869 1.609 2.539  0.09
H -3.361 1.348 4.453  0.12
H -5.562 2.480 4.479  0.11
H -6.261 3.863 2.546  0.11
H -4.790 4.103 0.605  0.11
H -4.600 1.593 -0.561  0.08
H -5.837 1.219 -2.651  0.11
H -5.036 2.221 -4.771  0.11
H -2.992 3.604 -4.787  0.11
H -1.760 4.018 -2.702  0.11
C 7.167 -0.385 -0.473  -0.06
C 6.500 0.972 -0.695  -0.56
C 6.831 1.459 -2.111  -0.04
C 7.047 1.972 0.335  -0.03
C 4.990 0.901 -0.518  -0.13
C 4.192 2.012 -0.800  0.02
C 2.834 1.955 -0.578  -0.08
N 2.222 0.865 -0.111  0.06
C 2.963 -0.217 0.148  -0.17
C 4.339 -0.228 -0.034  0.07
C 2.223 -1.385 0.703  -0.17
C 2.744 -2.667 0.711  0.06
C 2.029 -3.708 1.297  -0.13
C 0.799 -3.383 1.865  0.02
C 0.318 -2.090 1.786  -0.07
N 1.013 -1.110 1.205  0.06
C 2.525 -5.147 1.263  -0.55
C 4.040 -5.218 1.044  -0.05
C 2.189 -5.874 2.568  -0.05
C 1.813 -5.844 0.093  -0.03
H 8.238 -0.298 -0.659  0.09
H 6.775 -1.146 -1.152  0.09
H 7.045 -0.737 0.554  0.09
H 7.914 1.475 -2.243  0.09
H 6.466 2.469 -2.297  0.08
H 6.409 0.797 -2.869  0.10
H 8.132 2.040 0.245  0.09
H 6.809 1.660 1.354  0.10
H 6.635 2.971 0.183  0.09
H 4.623 2.930 -1.172  0.12
H 2.203 2.811 -0.779  0.12
H 4.898 -1.113 0.224  0.10
H 3.703 -2.854 0.253  0.11
H 0.198 -4.134 2.358  0.11
H -0.646 -1.811 2.194  0.09
H 4.581 -4.627 1.785  0.10
H 4.328 -4.876 0.048  0.08
H 4.374 -6.252 1.135  0.09
H 2.615 -5.366 3.435  0.10
H 2.602 -6.883 2.533  0.09
H 1.115 -5.977 2.727  0.08
H 2.020 -5.341 -0.854  0.09
H 0.732 -5.859 0.241  0.08
H 2.160 -6.876 0.013  0.09
N -4.571 -6.184 -1.330  0.12
C -4.291 -4.982 -0.728  -0.31
C -3.208 -4.863 0.157  -0.02
C -2.905 -3.645 0.725  -0.05
C -3.662 -2.518 0.425  -0.33
C -4.747 -2.630 -0.433  -0.10
C -5.061 -3.847 -1.005  -0.02
S -3.244 -0.960 1.122  0.58
O -4.377 -0.099 0.886  -0.30
O -2.804 -1.156 2.481  -0.31
N -1.930 -0.426 0.338  -0.14
C -1.766 -0.429 -0.987  -0.72
S -2.664 -1.062 -2.316  1.10
C -1.457 -0.465 -3.413  -0.37
C -0.469 0.156 -2.738  -0.23
N -0.644 0.172 -1.378  -0.08
H -4.184 -7.016 -0.921  0.10
H -5.478 -6.303 -1.745  0.10
H -2.621 -5.740 0.403  0.11
H -2.093 -3.567 1.437  0.09
H -5.355 -1.757 -0.633  0.11
H -5.913 -3.931 -1.669  0.12
H -1.552 -0.614 -4.476  0.07
H 0.409 0.614 -3.168  0.11


# 3
Computed, not measured: C46H46F9N2O5P2PtSSi as an isolated structure, with ωB97M-V/def2-TZVPD.

Values from the calculation:
- multiplicity = 1
- frontier orbital gap (eV) = 6.8
- charge = +1
- E (eV) = -126662.4753

Last column: Löwdin charge in e.
Geometry (Å):
Pt 0.059 0.676 0.849  0.75
F 8.063 0.224 -1.832  0.15
C 7.125 1.078 -2.286  -0.59
F 6.930 0.803 -3.582  0.15
F 7.648 2.311 -2.204  0.15
C 5.864 0.954 -1.474  -0.10
C 4.703 0.448 -2.039  0.02
C 3.589 0.262 -1.240  -0.06
C 3.639 0.569 0.119  -0.32
C 4.792 1.120 0.666  -0.04
C 5.905 1.314 -0.135  0.01
P 2.215 0.068 1.120  0.94
C 2.655 0.605 2.804  -0.35
C 2.317 1.932 3.101  -0.08
C 2.375 2.403 4.398  0.02
C 2.810 1.550 5.407  -0.10
C 3.245 0.272 5.110  0.00
C 3.147 -0.212 3.812  -0.06
C 2.787 2.034 6.831  -0.58
F 3.812 2.851 7.112  0.17
F 2.848 1.007 7.707  0.13
F 1.654 2.708 7.095  0.15
C 2.414 -1.744 1.071  -0.33
C 1.321 -2.514 0.677  -0.11
C 1.407 -3.898 0.648  0.01
C 2.598 -4.511 1.001  -0.10
C 3.710 -3.753 1.343  0.02
C 3.620 -2.373 1.373  -0.06
C 2.691 -6.013 0.977  -0.59
F 1.502 -6.585 1.231  0.14
F 3.562 -6.475 1.885  0.15
F 3.092 -6.456 -0.227  0.16
H 4.675 0.194 -3.090  0.13
H 2.674 -0.142 -1.660  0.12
H 4.835 1.378 1.717  0.11
H 6.812 1.734 0.281  0.13
H 2.003 2.589 2.296  0.10
H 2.081 3.419 4.633  0.14
H 3.649 -0.353 5.896  0.13
H 3.449 -1.230 3.602  0.10
H 0.404 -2.017 0.395  0.04
H 0.557 -4.503 0.363  0.13
H 4.645 -4.245 1.580  0.13
H 4.497 -1.789 1.629  0.12
O 0.623 -0.759 9.195  0.14
C -0.373 -0.190 8.499  -0.48
O -1.291 0.332 9.059  0.14
C -0.329 -0.276 6.994  -0.12
C 0.428 -1.197 6.281  -0.01
C 0.271 -1.318 4.908  -0.10
C -0.658 -0.531 4.244  -0.52
S -0.979 -0.860 2.530  0.83
C -1.408 0.408 4.947  -0.07
C -1.228 0.537 6.310  0.01
H 1.366 -1.023 8.643  0.09
H 1.114 -1.872 6.781  0.13
H 0.837 -2.059 4.354  0.11
H -2.145 1.007 4.432  0.08
H -1.813 1.242 6.886  0.13
C 1.048 4.946 -2.055  -0.09
C 0.048 5.118 -0.911  -0.59
C 0.731 5.404 0.423  -0.09
C -1.020 6.153 -1.238  -0.08
Si -0.778 3.327 -0.714  0.49
O 0.439 2.279 -0.501  -0.45
C -1.801 3.633 0.867  -0.23
C -1.237 3.275 2.097  -0.14
C -1.874 3.562 3.300  -0.10
C -3.116 4.185 3.296  -0.09
C -3.725 4.488 2.084  -0.07
C -3.068 4.223 0.885  -0.09
C -1.723 2.980 -2.312  -0.21
C -2.835 3.685 -2.771  -0.09
C -3.505 3.300 -3.927  -0.07
C -3.056 2.211 -4.662  -0.09
C -1.944 1.496 -4.226  -0.13
C -1.291 1.874 -3.057  -0.11
H 1.621 5.874 -2.194  0.09
H 0.537 4.732 -2.998  0.08
H 1.757 4.139 -1.850  0.07
H 1.343 6.313 0.340  0.09
H 1.391 4.581 0.719  0.07
H 0.000 5.574 1.217  0.07
H -0.561 7.150 -1.299  0.09
H -1.791 6.202 -0.464  0.07
H -1.485 5.956 -2.206  0.07
H -0.256 2.813 2.122  0.05
H -1.398 3.313 4.242  0.10
H -3.605 4.429 4.232  0.11
H -4.702 4.957 2.072  0.11
H -3.565 4.462 -0.049  0.10
H -3.197 4.551 -2.229  0.09
H -4.372 3.857 -4.260  0.11
H -3.564 1.928 -5.577  0.11
H -1.571 0.665 -4.820  0.11
H -0.422 1.320 -2.712  0.10
N -3.802 -0.476 -2.599  0.11
C -3.544 -1.085 -1.256  -0.16
P -3.524 0.434 -0.154  0.48
O -4.347 1.353 -1.011  -0.31
O -2.105 0.804 0.173  -0.46
C -4.451 0.012 1.371  -0.26
N -3.735 0.554 2.536  -0.06
H -2.949 -0.165 -3.066  0.10
H -4.277 0.466 -2.288  0.10
H -4.364 -1.032 -3.231  0.16
H -2.603 -1.628 -1.214  0.10
H -4.368 -1.743 -0.991  0.10
H -4.536 -1.073 1.480  0.10
H -5.457 0.420 1.249  0.10
H -3.606 1.561 2.437  0.07
H -2.210 -0.182 2.456  -0.09
H -4.257 0.386 3.388  0.11


# 4
Computed, not measured: C46H46GeN3O4Y as an isolated structure, with ωB97M-V/def2-TZVPD.

Values from the calculation:
- multiplicity = 1
- frontier orbital gap (eV) = 7.0
- charge = 0
- E (eV) = -118671.1243

Last column: Löwdin charge in e.
Geometry (Å):
Y 1.891 2.432 -0.735  1.54
O 3.770 1.916 -1.826  -0.18
C 4.076 0.939 -2.608  -0.37
C 5.392 0.421 -2.598  -0.02
C 5.759 -0.567 -3.459  -0.07
C 4.842 -1.062 -4.436  -0.11
C 3.590 -0.550 -4.481  -0.07
C 3.135 0.369 -3.513  -0.14
C 1.833 0.959 -3.744  -0.09
N 1.226 1.861 -3.056  -0.04
C 0.010 2.392 -3.672  -0.20
C -0.890 2.936 -2.568  -0.22
N -0.097 3.742 -1.635  -0.03
C -0.361 4.995 -1.550  -0.10
C 0.313 5.916 -0.633  -0.17
C -0.289 7.149 -0.328  -0.06
C 0.246 7.978 0.637  -0.12
C 1.388 7.596 1.321  -0.10
C 2.062 6.450 0.985  -0.01
C 1.554 5.597 -0.035  -0.38
O 2.244 4.572 -0.367  -0.19
H 6.113 0.865 -1.931  0.11
H 6.784 -0.954 -3.456  0.11
H 5.170 -1.810 -5.092  0.08
H 2.886 -0.806 -5.286  0.11
H 1.343 0.611 -4.661  0.12
H -0.542 1.613 -4.198  0.11
H 0.303 3.213 -4.345  0.13
H -1.316 2.103 -2.005  0.10
H -1.707 3.563 -2.999  0.12
H -1.176 5.430 -2.169  0.13
H -1.155 7.409 -0.896  0.10
H -0.221 8.898 0.893  0.08
H 1.705 8.162 2.204  0.11
H 2.939 6.131 1.523  0.11
O 2.146 0.167 -0.107  -0.07
C 0.907 -0.043 -0.142  -0.64
O 0.079 0.831 -0.564  -0.15
C 0.392 -1.388 0.349  -0.16
C -1.078 -1.653 0.111  -0.26
Ge -1.480 -3.511 0.289  1.02
C -2.187 -3.984 2.042  -0.28
C -2.967 -3.154 2.830  -0.11
C -3.676 -3.657 3.929  -0.08
C -3.605 -5.030 4.234  -0.10
C -2.707 -5.832 3.560  -0.08
C -2.025 -5.306 2.449  -0.12
C -2.849 -4.069 -1.017  -0.26
C -3.239 -3.278 -2.092  -0.11
C -3.885 -3.857 -3.172  -0.10
C -4.198 -5.218 -3.208  -0.09
C -3.809 -6.038 -2.152  -0.08
C -3.125 -5.440 -1.091  -0.12
C 0.152 -4.572 -0.025  -0.29
C 1.094 -4.671 0.987  -0.12
C 2.244 -5.457 0.831  -0.08
C 2.426 -6.176 -0.323  -0.09
C 1.507 -6.030 -1.364  -0.07
C 0.386 -5.226 -1.202  -0.11
H 0.684 -1.421 1.406  0.13
H 1.034 -2.119 -0.076  0.09
H -1.365 -1.268 -0.879  0.07
H -1.708 -1.099 0.827  0.06
H -3.175 -2.139 2.546  0.08
H -4.302 -3.008 4.525  0.09
H -4.202 -5.433 5.043  0.10
H -2.588 -6.906 3.797  0.11
H -1.306 -5.922 1.880  0.10
H -2.977 -2.228 -2.174  0.09
H -4.195 -3.244 -4.007  0.10
H -4.650 -5.642 -4.113  0.10
H -3.942 -7.101 -2.135  0.10
H -2.764 -6.050 -0.265  0.09
H 1.020 -4.236 2.000  0.12
H 2.926 -5.553 1.671  0.11
H 3.239 -6.849 -0.376  0.09
H 1.586 -6.591 -2.292  0.10
H -0.340 -5.111 -1.991  0.10
C -3.186 2.800 1.797  0.01
N -1.831 3.036 2.340  -0.17
C -1.232 4.266 1.716  0.03
C -0.926 1.828 2.102  -0.11
C 0.464 2.057 2.622  -0.29
C 0.582 2.075 4.008  -0.09
C 1.754 2.432 4.630  -0.08
C 2.824 2.750 3.768  -0.10
C 2.692 2.777 2.402  -0.13
C 1.508 2.382 1.738  -0.14
H -3.809 3.604 2.173  0.10
H -3.554 1.865 2.205  0.10
H -3.126 2.751 0.734  0.10
H -1.834 3.149 3.349  0.17
H -1.185 4.055 0.631  0.09
H -0.222 4.348 2.105  0.10
H -1.839 5.142 1.971  0.11
H -0.925 1.657 1.026  0.10
H -1.467 0.976 2.587  0.14
H -0.222 1.676 4.607  0.10
H 1.885 2.384 5.708  0.10
H 3.772 3.020 4.180  0.09
H 3.579 3.012 1.782  0.10


It is found that the energy relative to the best compared isomer or geometry (same formula, charge and spin) values, taken in the order of the records, are 48.3 17.3 165.8 27.6 kJ/mol.
It is found that the max |F| values, taken in the order of the records, are 0.036 0.018 0.050 0.032 Eh/bohr.